A 11-piece molecular cluster, C33H78Cl10O20P3 overall in a non-equilibrium geometry. Source: the OMol25 dataset; level of theory: wB97M-V/def2-TZVPD.

Positions of all 144 atoms, in Å:
Cl 0.261 7.151 -0.501
Cl 2.042 -2.923 -0.174
Cl -5.332 1.697 2.817
Cl -0.338 -3.058 2.123
Cl -5.510 1.111 -0.451
Cl 2.272 1.708 -5.779
Cl -0.755 2.962 -6.299
Cl -3.912 5.530 -3.704
Cl 2.700 4.890 0.252
Cl -4.288 4.954 -0.435
P 4.093 -1.434 -4.472
P -3.088 -1.108 -6.265
P 1.275 0.771 5.566
O -3.931 -0.857 -7.614
O -0.130 0.619 4.730
O -3.636 0.086 -5.257
O -1.019 1.758 -1.983
O 3.966 1.152 1.625
O 4.136 -3.058 -4.439
O 0.889 1.607 6.886
O 2.088 -0.462 5.821
O 6.661 -0.770 5.793
O -3.318 -2.376 4.164
O 4.174 -1.174 -6.086
O -5.050 -4.072 2.316
O -0.653 1.987 0.155
O 2.596 -1.050 -4.025
O 5.168 -0.726 -3.686
O -4.765 -3.297 -0.431
O 5.781 1.480 4.098
O -1.625 -0.580 -6.663
O -3.170 -2.508 -5.787
O 2.134 1.870 4.697
C 0.712 5.699 -1.476
C -3.830 -4.312 1.615
C -2.332 -3.128 4.892
C -4.663 -2.833 4.408
C 3.313 -1.917 -6.930
C -3.888 -2.168 -0.673
C 5.075 0.261 4.223
C -4.007 1.341 0.525
C -0.508 -0.819 -5.883
C 4.503 2.401 2.134
C -3.530 4.056 -2.771
C -2.931 4.488 -1.442
C -0.132 -4.273 0.857
C 0.486 -3.697 -0.406
C 6.844 -1.434 7.040
C -4.137 -4.423 0.106
C 1.215 4.569 -0.562
C -4.032 0.372 -8.231
C 3.768 -3.797 -3.299
C 2.588 1.233 1.079
C -3.185 0.243 -3.875
C 0.502 3.597 -5.175
C 1.558 3.160 4.465
C -0.248 0.272 3.383
C 1.311 2.510 -4.508
C 0.364 0.884 7.990
C -0.690 1.343 -0.874
C -5.034 -4.186 3.717
C -0.495 -0.158 -0.700
C 5.888 1.962 2.727
C 5.325 -0.345 5.578
C -4.090 0.852 1.985
C 2.244 -0.688 -2.700
H -3.410 -5.261 1.948
H 0.552 -0.343 2.970
H 1.327 3.697 -1.206
H -3.048 -2.480 -1.293
H -3.141 -3.505 1.865
H 6.523 2.843 2.631
H -2.305 5.378 -1.519
H -5.031 0.772 -8.061
H -6.041 -4.472 4.021
H 1.931 2.829 -3.670
H 1.715 0.265 -2.685
H 2.747 -4.154 -3.431
H -0.337 1.242 2.896
H 1.503 -1.346 -2.247
H 6.152 -2.268 7.160
H 0.706 3.297 5.131
H -1.059 -4.828 0.715
H 1.818 1.198 1.849
H 1.481 5.931 -2.213
H 0.478 -0.440 -0.298
H -0.120 5.299 -2.056
H 0.554 -5.031 1.237
H 6.683 -0.723 7.850
H 5.329 -0.464 3.449
H -1.326 -2.835 4.588
H -2.419 -4.193 4.681
H 3.814 2.758 2.900
H -4.080 0.118 -3.265
H 0.143 -1.558 -6.352
H 1.332 3.088 3.401
H 4.017 0.518 4.173
H 2.564 -2.513 -6.409
H 7.827 -1.831 7.294
H -0.022 4.328 -4.559
H 3.746 -3.221 -2.374
H -5.278 -2.050 3.963
H -3.684 2.382 0.500
H 5.192 0.480 6.278
H -3.329 -4.771 -0.538
H -2.447 -2.891 5.950
H -0.803 -1.059 -4.862
H -0.194 -2.965 -0.842
H -2.376 3.726 -0.896
H 0.933 1.021 8.910
H 3.096 -0.612 -2.025
H -3.491 -1.785 0.267
H 1.184 4.186 -5.788
H 0.620 -4.416 -1.215
H 0.509 4.391 0.249
H -3.427 1.110 -7.703
H -0.046 0.166 -5.833
H -1.267 -0.436 0.018
H -4.223 -0.206 2.211
H -2.859 3.525 -3.446
H -4.919 -5.174 -0.008
H -2.895 1.279 -3.699
H 2.802 -1.173 -7.541
H 6.318 1.101 2.215
H -3.224 0.854 -0.055
H 2.393 0.317 0.520
H 4.610 3.210 1.412
H -3.945 0.331 -9.316
H -2.403 -0.465 -3.599
H -3.168 1.206 2.448
H -4.419 -1.339 -1.141
H 0.197 -0.176 7.802
H 0.572 1.821 -4.100
H -4.805 -2.844 5.489
H -4.468 -5.071 4.009
H 3.920 -2.579 -7.546
H 4.624 -1.149 5.802
H -4.397 3.397 -2.712
H -1.124 -0.356 3.219
H -0.741 -0.709 -1.607
H 2.264 3.990 4.494
H -0.582 1.359 8.251
H 4.413 -4.667 -3.169
H 2.584 2.002 0.307

Charge   -1
Maximum force   3.8 eV/Å
HOMO   -6.56 eV
Orbital gap   0.3100 hartree

Results of the Mulliken charge analysis, in e, for atoms 1 through 99: number 1, Cl, carries -0.214; number 2, Cl, carries -0.185; number 3, Cl, carries -0.233; number 4, Cl, carries 0.009; number 5, Cl, carries -0.216; number 6, Cl, carries -0.189; number 7, Cl, carries -0.143; number 8, Cl, carries -0.236; number 9, Cl, carries -0.214; number 10, Cl, carries -0.213; number 11, P, carries 0.731; number 12, P, carries 1.069; number 13, P, carries 0.906; number 14, O, carries -0.396; number 15, O, carries -0.263; number 16, O, carries -0.361; number 17, O, carries -0.454; number 18, O, carries -0.525; number 19, O, carries -0.362; number 20, O, carries -0.330; number 21, O, carries -0.715; number 22, O, carries -0.385; number 23, O, carries -0.049; number 24, O, carries -0.381; number 25, O, carries -0.398; number 26, O, carries -0.719; number 27, O, carries 0.293; number 28, O, carries -0.743; number 29, O, carries -0.453; number 30, O, carries -0.437; number 31, O, carries -0.170; number 32, O, carries -0.762; number 33, O, carries -0.058; number 34, C, carries -0.113; number 35, C, carries 0.098; number 36, C, carries -0.669; number 37, C, carries -0.596; number 38, C, carries -0.633; number 39, C, carries 0.015; number 40, C, carries 0.491; number 41, C, carries 0.773; number 42, C, carries -0.058; number 43, C, carries 0.212; number 44, C, carries 0.256; number 45, C, carries 0.764; number 46, C, carries -0.796; number 47, C, carries 0.190; number 48, C, carries -0.786; number 49, C, carries -0.735; number 50, C, carries 0.504; number 51, C, carries -0.438; number 52, C, carries -0.480; number 53, C, carries 0.782; number 54, C, carries 0.130; number 55, C, carries -0.576; number 56, C, carries -0.598; number 57, C, carries -0.208; number 58, C, carries 0.448; number 59, C, carries -0.786; number 60, C, carries -0.107; number 61, C, carries -0.715; number 62, C, carries 1.319; number 63, C, carries -0.834; number 64, C, carries -0.725; number 65, C, carries 0.532; number 66, C, carries -0.388; number 67, H, carries 0.527; number 68, H, carries 0.398; number 69, H, carries -0.408; number 70, H, carries 0.275; number 71, H, carries -0.086; number 72, H, carries 0.370; number 73, H, carries 0.303; number 74, H, carries 0.264; number 75, H, carries 0.400; number 76, H, carries 0.499; number 77, H, carries -0.081; number 78, H, carries 0.231; number 79, H, carries 0.050; number 80, H, carries -0.075; number 81, H, carries 0.300; number 82, H, carries 0.338; number 83, H, carries 0.184; number 84, H, carries -0.313; number 85, H, carries 0.424; number 86, H, carries -0.501; number 87, H, carries -0.112; number 88, H, carries 0.410; number 89, H, carries 0.309; number 90, H, carries 0.299; number 91, H, carries 0.107; number 92, H, carries 0.292; number 93, H, carries -0.074; number 94, H, carries 0.312; number 95, H, carries 0.206; number 96, H, carries 0.108; number 97, H, carries -0.240; number 98, H, carries 0.287; number 99, H, carries 0.286